(1)
This record from the OMol25 dataset describes a structure of composition C57H58ClF9O2Si3 at a distorted geometry. The level of theory is wB97M-V/def2-TZVPD.

The geometry in XYZ format:
```
130
C57H58ClF9O2Si3 (wB97M-V/def2-TZVPD)
C -0.247 2.779 0.773
Si 0.996 1.649 1.652
C 2.001 0.739 0.298
C -0.016 0.457 2.749
Si 2.466 2.724 2.987
O 2.114 2.278 4.611
Cl 4.489 2.103 2.681
O 2.482 4.413 2.845
Si 1.191 5.227 3.637
H 0.199 3.527 0.116
H -0.943 3.206 1.507
H -0.855 2.130 0.126
H 1.917 1.362 -0.608
H 1.621 -0.269 0.098
H 3.073 0.703 0.529
H 0.597 -0.170 3.401
H -0.681 -0.130 2.098
H -0.679 1.096 3.355
H 2.699 1.543 4.809
H 1.589 6.640 3.788
H 0.000 5.066 2.787
H 0.859 4.617 4.937
F -0.029 2.545 -2.030
C -0.977 2.985 -2.884
C -1.535 2.100 -3.786
C -2.513 2.554 -4.660
C -2.912 3.886 -4.626
C -2.337 4.764 -3.714
C -1.367 4.309 -2.833
H -1.206 1.071 -3.802
H -2.963 1.870 -5.367
H -3.672 4.239 -5.311
H -2.645 5.799 -3.691
H -0.914 4.972 -2.110
F -1.997 -0.965 -4.735
C -0.828 -1.446 -5.217
C 0.300 -1.400 -4.419
C 1.497 -1.899 -4.913
C 1.554 -2.427 -6.197
C 0.412 -2.461 -6.989
C -0.790 -1.972 -6.495
H 0.237 -0.979 -3.423
H 2.386 -1.877 -4.296
H 2.489 -2.813 -6.581
H 0.457 -2.869 -7.989
H -1.692 -1.997 -7.092
F -7.596 -4.113 -3.611
C -6.372 -3.744 -3.191
C -5.569 -2.989 -4.027
C -4.308 -2.605 -3.590
C -3.863 -2.988 -2.330
C -4.680 -3.749 -1.503
C -5.946 -4.127 -1.932
H -5.931 -2.709 -5.007
H -3.673 -2.010 -4.229
H -2.878 -2.691 -1.993
H -4.332 -4.050 -0.524
H -6.600 -4.714 -1.300
F 4.003 2.724 9.419
C 4.839 2.337 8.436
C 4.438 2.467 7.119
C 5.302 2.070 6.106
C 6.548 1.542 6.423
C 6.934 1.414 7.751
C 6.077 1.818 8.767
H 3.460 2.874 6.892
H 5.003 2.173 5.069
H 7.219 1.230 5.632
H 7.902 0.999 7.998
H 6.363 1.733 9.807
F -0.237 -2.939 10.186
C 0.462 -1.805 10.381
C 0.205 -1.038 11.502
C 0.930 0.129 11.703
C 1.893 0.519 10.780
C 2.136 -0.261 9.656
C 1.420 -1.434 9.456
H -0.554 -1.354 12.206
H 0.743 0.735 12.580
H 2.453 1.431 10.937
H 2.883 0.044 8.935
H 1.601 -2.059 8.591
F 1.852 -5.380 -7.830
C 1.055 -6.352 -7.347
C 1.108 -6.660 -6.000
C 0.282 -7.658 -5.501
C -0.577 -8.341 -6.354
C -0.615 -8.022 -7.706
C 0.202 -7.018 -8.207
H 1.789 -6.122 -5.353
H 0.308 -7.905 -4.448
H -1.216 -9.119 -5.965
H -1.281 -8.557 -8.370
H 0.181 -6.750 -9.256
F -0.120 -11.160 -5.506
C -0.145 -11.430 -4.189
C -1.236 -11.030 -3.438
C -1.261 -11.312 -2.078
C -0.195 -11.979 -1.486
C 0.896 -12.369 -2.254
C 0.921 -12.098 -3.616
H -2.054 -10.506 -3.915
H -2.111 -11.012 -1.481
H -0.215 -12.195 -0.426
H 1.727 -12.885 -1.793
H 1.758 -12.401 -4.231
F -0.796 7.310 -4.045
C 0.427 7.703 -3.633
C 1.214 8.451 -4.489
C 2.471 8.862 -4.068
C 2.930 8.515 -2.802
C 2.129 7.760 -1.955
C 0.867 7.355 -2.368
H 0.843 8.705 -5.473
H 3.093 9.453 -4.726
H 3.912 8.833 -2.478
H 2.486 7.487 -0.971
H 0.227 6.777 -1.717
F -1.232 7.463 3.136
C -2.571 7.336 3.079
C -3.265 6.982 4.222
C -4.646 6.855 4.162
C -5.313 7.074 2.962
C -4.601 7.425 1.823
C -3.220 7.563 1.880
H -2.726 6.808 5.144
H -5.201 6.584 5.050
H -6.390 6.970 2.917
H -5.120 7.591 0.888
H -2.649 7.843 1.005
```

Properties
strongest force on any atom: 2.35 eV/A
highest occupied orbital energy: -9.1 eV
charge: 0

***

(2)
This record from the OMol25 dataset describes the molecule C11H11NO2S at a distorted geometry. The level of theory is wB97M-V/def2-TZVPD.

The geometry in XYZ format:
```
26
C11H11NO2S (wB97M-V/def2-TZVPD)
C -3.250 -0.883 0.695
C -3.321 0.194 -0.131
C -2.103 -1.694 0.731
C -2.286 0.611 -0.923
C -1.009 -1.236 0.017
C -1.111 -0.093 -0.875
C 0.333 -1.714 -0.026
C 2.428 -0.661 -0.913
C 1.631 1.628 0.484
C 0.200 0.170 -1.360
C 1.797 1.097 1.894
N 1.064 -0.777 -0.877
O 0.900 -2.638 0.524
O 0.487 1.134 -2.338
S 2.933 1.229 -0.613
H -4.156 -1.271 1.228
H -4.170 0.889 0.044
H -1.999 -2.500 1.359
H -2.559 1.445 -1.615
H 2.974 -1.183 -0.150
H 3.020 -0.918 -1.906
H 1.172 2.662 0.469
H 2.755 0.607 1.844
H 0.945 0.515 2.183
H 1.870 1.885 2.611
H 1.455 1.499 -2.358
```

Properties
strongest force on any atom: 4.22 eV/A
highest occupied orbital energy (spin up / spin down): -8.1 / -6.7 eV
charge: 0

***

(3)
This record from the OMol25 dataset describes a structure of composition C32H43HgN6O10SSi. The level of theory is wB97M-V/def2-TZVPD.

The geometry in XYZ format:
```
94
C32H43HgN6O10SSi (wB97M-V/def2-TZVPD)
Hg 0.568 1.495 1.473
O 1.819 3.318 -2.905
C 1.626 2.767 -1.676
O 0.605 2.914 -1.078
C 2.851 2.039 -1.202
C 3.917 1.837 -2.066
C 5.044 1.195 -1.581
C 5.072 0.793 -0.262
C 3.947 1.018 0.526
N 2.861 1.626 0.063
C 3.877 0.600 1.989
O 4.990 0.324 2.616
O 2.808 0.638 2.561
H 0.954 3.687 -3.134
H 3.850 2.174 -3.089
H 5.891 1.006 -2.229
H 5.936 0.293 0.150
H 5.791 -0.174 2.144
N -1.382 5.496 2.757
C -0.939 4.175 2.565
S 0.704 4.022 2.011
N -1.808 3.259 2.853
N -1.373 1.980 2.696
C -2.054 0.985 3.263
C -3.386 1.196 3.871
C -3.682 0.765 5.165
C -4.940 0.961 5.721
C -5.932 1.606 4.997
C -5.646 2.057 3.712
C -4.392 1.861 3.160
C -1.456 -0.309 3.229
C -2.117 -1.495 3.659
C -1.461 -2.694 3.640
C -0.130 -2.760 3.182
C 0.433 -1.588 2.718
N -0.187 -0.413 2.715
H -0.952 6.134 2.104
H -2.393 5.538 2.747
H -2.907 0.275 5.741
H -5.140 0.616 6.729
H -6.914 1.762 5.428
H -6.410 2.568 3.136
H -4.167 2.224 2.166
H -3.147 -1.443 3.981
H -1.974 -3.593 3.964
H 0.429 -3.684 3.157
H 1.442 -1.579 2.321
O 6.980 -0.981 1.782
N 6.740 -2.103 1.211
O 5.579 -2.276 0.867
C 1.334 -3.176 -0.285
C 1.672 -2.642 -1.672
C 1.951 -3.796 -2.629
C 2.885 -1.721 -1.592
O 0.544 -1.953 -2.206
Si -0.076 -0.474 -1.722
O 0.422 0.018 -0.323
O 0.315 0.557 -2.983
C 0.276 0.306 -4.377
C 1.636 -0.233 -4.815
C -0.823 -0.682 -4.769
C 0.005 1.648 -5.058
O -1.716 -0.678 -1.910
C -2.692 -0.896 -0.899
C -2.953 0.403 -0.145
C -3.955 -1.337 -1.635
C -2.236 -1.989 0.063
H 2.191 -3.693 0.153
H 0.486 -3.863 -0.340
H 1.059 -2.341 0.359
H 2.798 -4.389 -2.277
H 2.181 -3.414 -3.626
H 1.071 -4.439 -2.701
H 3.756 -2.257 -1.210
H 2.665 -0.898 -0.913
H 3.117 -1.311 -2.579
H 1.814 -1.202 -4.347
H 2.423 0.457 -4.502
H 1.678 -0.349 -5.902
H -0.655 -1.650 -4.296
H -0.826 -0.810 -5.856
H -1.797 -0.316 -4.446
H 0.826 2.337 -4.863
H -0.921 2.076 -4.670
H -0.086 1.523 -6.141
H -3.267 1.182 -0.844
H -2.046 0.736 0.356
H -3.731 0.264 0.610
H -4.260 -0.564 -2.343
H -4.771 -1.513 -0.931
H -3.759 -2.257 -2.191
H -1.334 -1.674 0.589
H -2.017 -2.905 -0.492
H -3.008 -2.197 0.808
```

Properties
strongest force on any atom: 0.27 eV/A
spin multiplicity: 2
highest occupied orbital energy (spin up / spin down): -0.1 / -2.2 eV
charge: -2

***

(4)
This record from the OMol25 dataset describes a structure of composition C5H7N at a distorted geometry. The level of theory is wB97M-V/def2-TZVPD.

The geometry in XYZ format:
```
13
C5H7N (wB97M-V/def2-TZVPD)
C 1.143 1.034 0.838
N 0.164 0.001 0.582
C 0.017 -1.182 1.239
C -0.126 -0.552 -0.661
C -1.125 0.004 -1.517
C -1.964 0.466 -2.269
H 0.939 1.872 0.160
H 2.173 0.686 0.657
H 1.056 1.378 1.875
H 0.875 -1.677 1.727
H -0.975 -1.600 1.366
H 0.540 -1.299 -1.085
H -2.717 0.869 -2.912
```

Properties
strongest force on any atom: 1.20 eV/A
highest occupied orbital energy (spin up / spin down): -7.7 / -7.7 eV
charge: 0

***

| no. | DFT total energy (eV) |
| --- | --- |
| 1 | -124762.267 |
| 2 | -28002.513 |
| 3 | -86191.887 |
| 4 | -6783.459 |